Here is a structure of composition C32H47AlN7O2 at a distorted geometry from the OMol25 dataset. Energies are from ωB97M-V with the def2-TZVPD basis set.

CARTESIAN COORDINATES (ANGSTROEM)
Al -12.27 -1.60 -14.71
N -13.94 -2.91 -14.82
C -15.22 -2.16 -15.06
C -15.75 -2.48 -16.46
C -16.70 -1.51 -17.21
C -18.15 -1.35 -16.87
N -18.33 -0.58 -15.68
C -19.24 -0.73 -14.69
N -20.30 -1.59 -14.78
N -19.03 -0.03 -13.55
C -14.88 -0.64 -14.81
O -15.78 0.17 -14.62
O -13.63 -0.38 -14.74
H -13.90 -3.73 -15.48
H -14.01 -3.37 -13.92
H -15.92 -2.46 -14.27
H -16.38 -3.40 -16.27
H -14.95 -2.88 -17.10
H -16.64 -2.01 -18.19
H -16.21 -0.51 -17.30
H -18.73 -2.28 -16.75
H -18.70 -0.80 -17.67
H -17.43 -0.18 -15.28
H -20.47 -2.00 -15.67
H -21.10 -1.42 -14.21
H -18.24 0.57 -13.47
H -19.58 -0.08 -12.67
N -10.93 0.03 -14.80
C -11.34 1.18 -15.62
C -11.23 0.75 -17.09
C -12.30 -0.29 -17.44
N -12.12 -1.57 -16.80
H -10.93 0.11 -13.81
H -9.95 -0.20 -15.04
H -10.76 2.05 -15.39
H -12.39 1.39 -15.30
H -10.21 0.43 -17.28
H -11.32 1.58 -17.85
H -12.37 -0.46 -18.54
H -13.18 0.17 -16.97
H -11.20 -1.99 -16.98
H -12.85 -2.24 -17.15
C -11.39 -5.72 -10.45
N -12.01 -4.39 -10.57
C -13.16 -4.05 -9.74
C -11.74 -3.66 -11.80
C -11.68 -2.16 -11.64
C -11.12 -1.68 -10.44
C -11.22 -0.40 -10.08
C -11.70 0.53 -10.99
C -12.35 0.08 -12.12
C -12.16 -1.28 -12.58
H -11.45 -6.35 -11.36
H -11.72 -6.27 -9.56
H -10.32 -5.58 -10.24
H -13.95 -3.74 -10.48
H -13.02 -3.18 -9.08
H -13.44 -4.93 -9.13
H -12.54 -4.01 -12.56
H -10.79 -4.08 -12.18
H -10.74 -2.39 -9.71
H -10.73 -0.01 -9.20
H -11.67 1.50 -10.60
H -12.86 0.80 -12.78
C -10.29 -8.37 -15.16
C -9.52 -7.43 -14.57
C -9.71 -6.08 -14.75
C -10.80 -5.62 -15.55
C -11.58 -6.59 -16.22
C -11.27 -7.94 -16.08
C -11.27 -4.22 -15.66
C -10.79 -3.15 -14.99
C -9.35 -2.87 -14.77
C -8.95 -2.10 -13.67
C -7.68 -1.47 -13.64
C -6.83 -1.63 -14.73
C -7.21 -2.40 -15.81
C -8.43 -3.08 -15.81
H -10.13 -9.43 -14.89
H -8.75 -7.72 -13.88
H -9.07 -5.39 -14.17
H -12.42 -6.29 -16.87
H -11.99 -8.66 -16.51
H -12.11 -4.23 -16.30
H -9.69 -1.95 -12.89
H -7.44 -0.83 -12.83
H -5.84 -1.12 -14.71
H -6.50 -2.57 -16.71
H -8.69 -3.82 -16.57

Values from the calculation:
frontier orbital gap: 6.42 eV
DFT total energy: -2023.614149 Eh
net charge: +1

---

Here is a structure of composition C32H47FGe2N2PtS4Te at a distorted geometry from the OMol25 dataset. Energies are from ωB97M-V with the def2-TZVPD basis set.

CARTESIAN COORDINATES (ANGSTROEM)
Pt -0.30 0.21 0.28
C -0.54 -3.90 3.11
C -1.90 -3.33 2.78
S -1.87 -1.73 1.87
C -2.54 -2.24 0.26
C -1.56 -3.01 -0.60
S -0.07 -2.03 -0.99
C 1.29 -3.10 -0.41
C 1.38 -3.27 1.09
S 0.34 -4.66 1.70
H -0.66 -4.72 3.82
H 0.12 -3.15 3.55
H -2.43 -3.11 3.70
H -2.48 -4.03 2.18
H -2.83 -1.30 -0.24
H -3.43 -2.83 0.44
H -2.02 -3.25 -1.56
H -1.23 -3.92 -0.10
H 2.18 -2.61 -0.80
H 1.18 -4.06 -0.91
H 1.09 -2.35 1.61
H 2.41 -3.53 1.36
C 4.60 1.11 1.69
Ge 3.34 0.51 3.13
C 3.59 1.39 4.91
C 3.72 -1.44 3.41
Ge 0.94 0.99 2.23
C -0.24 0.84 3.83
C -0.08 -0.17 4.78
C -0.90 -0.24 5.88
C -1.92 0.68 6.05
C -2.11 1.67 5.10
C -1.28 1.75 4.00
C 1.09 2.97 1.92
C 2.15 3.75 2.36
C 2.18 5.11 2.12
C 1.16 5.72 1.42
C 0.09 4.96 0.99
C 0.06 3.60 1.23
H 5.62 0.90 1.99
H 4.51 2.16 1.47
H 4.39 0.55 0.78
H 4.45 0.96 5.41
H 2.71 1.22 5.52
H 3.73 2.47 4.83
H 4.77 -1.54 3.66
H 3.54 -2.01 2.51
H 3.13 -1.86 4.22
H 0.71 -0.90 4.64
H -0.76 -1.03 6.61
H -2.57 0.62 6.91
H -2.92 2.39 5.22
H -1.43 2.53 3.26
H 2.97 3.30 2.91
H 3.01 5.70 2.48
H 1.19 6.78 1.21
H -0.73 5.42 0.44
H -0.78 3.01 0.89
Te 1.48 1.14 -1.55
F -5.45 3.58 -0.63
C -4.34 2.84 -0.45
C -3.30 2.97 -1.36
C -2.16 2.21 -1.18
C -2.04 1.32 -0.11
C -3.09 1.24 0.81
C -4.25 1.99 0.63
H -3.38 3.65 -2.18
H -1.35 2.32 -1.88
H -3.02 0.61 1.68
H -5.06 1.91 1.33
C -0.71 3.93 -5.65
C 0.27 2.79 -5.93
N 0.21 1.76 -4.91
C -0.67 0.76 -4.82
S -0.63 -0.23 -3.45
N -1.56 0.54 -5.79
C -2.46 -0.59 -5.84
C -1.79 -1.86 -6.35
H -0.62 4.68 -6.43
H -0.49 4.39 -4.69
H -1.73 3.57 -5.63
H 1.29 3.17 -5.93
H 0.09 2.35 -6.91
H 0.81 1.87 -4.10
H -1.47 1.07 -6.64
H -3.30 -0.32 -6.49
H -2.84 -0.76 -4.82
H -1.38 -1.70 -7.35
H -2.51 -2.67 -6.40
H -0.98 -2.16 -5.69

Values from the calculation:
frontier orbital gap (alpha / beta): 5.27 / 5.59 eV
DFT total energy: -7590.589940 Eh
spin multiplicity: 2
net charge: +1

---

Here is a structure of composition C32H47N3O2PSSiTa from the OMol25 dataset. Energies are from ωB97M-V with the def2-TZVPD basis set.

CARTESIAN COORDINATES (ANGSTROEM)
Ta 0.26 -0.58 -0.82
N -3.04 -1.67 -1.50
C -3.14 -1.03 -2.79
C -1.97 -0.11 -3.10
O -1.84 0.59 -4.04
O -0.99 -0.14 -2.11
H -3.37 -2.63 -1.54
H -3.59 -1.19 -0.80
H -4.04 -0.44 -2.95
H -3.12 -1.78 -3.59
C 1.60 -5.94 0.33
Si 1.79 -5.98 -1.53
C 0.39 -6.88 -2.35
C 3.45 -6.66 -2.01
C 1.74 -4.19 -2.26
C 2.19 -4.02 -3.58
C 2.18 -2.79 -4.23
C 1.72 -1.69 -3.55
N 1.29 -1.82 -2.29
C 1.29 -3.03 -1.67
S 0.60 -2.81 -0.04
H 1.78 -6.96 0.69
H 0.59 -5.66 0.65
H 2.32 -5.29 0.82
H 0.37 -7.93 -2.03
H 0.48 -6.87 -3.44
H -0.58 -6.45 -2.09
H 3.56 -7.67 -1.60
H 4.27 -6.05 -1.60
H 3.58 -6.73 -3.09
H 2.56 -4.88 -4.12
H 2.52 -2.70 -5.25
H 1.67 -0.70 -3.99
C 0.79 4.09 -1.06
C -0.68 3.97 -0.65
C -1.50 3.25 -1.70
P -0.79 3.30 1.10
C -2.01 4.48 1.84
C -3.31 4.86 1.11
C -2.27 4.17 3.31
C -1.63 1.64 1.04
C -2.99 1.50 1.24
C -3.61 0.29 1.60
C -5.09 0.25 1.85
C -2.83 -0.84 1.78
C -1.46 -0.76 1.56
C -0.86 0.44 1.16
N 0.53 0.38 0.84
C 1.62 1.03 1.47
C 1.65 1.46 2.80
C 0.51 1.25 3.75
C 2.83 2.07 3.21
C 3.93 2.26 2.39
C 5.17 2.94 2.90
C 3.88 1.77 1.08
C 2.73 1.16 0.64
C 2.59 0.55 -0.72
H 0.88 4.55 -2.05
H 1.26 3.10 -1.11
H 1.37 4.68 -0.35
H -1.07 4.99 -0.54
H -1.05 2.29 -1.95
H -1.53 3.83 -2.63
H -2.53 3.08 -1.39
H -1.37 5.37 1.81
H -4.14 4.22 1.39
H -3.22 4.83 0.02
H -3.60 5.87 1.38
H -2.87 3.27 3.44
H -2.81 4.99 3.78
H -1.33 4.04 3.86
H -3.62 2.37 1.15
H -5.59 1.14 1.46
H -5.29 0.20 2.92
H -5.55 -0.63 1.40
H -3.27 -1.77 2.10
H -0.83 -1.61 1.79
H -0.38 1.81 3.45
H 0.80 1.59 4.75
H 0.24 0.20 3.83
H 2.88 2.42 4.24
H 5.07 3.23 3.94
H 5.38 3.84 2.31
H 6.04 2.29 2.81
H 4.74 1.88 0.43
H 3.46 0.64 -1.37
H 1.77 1.05 -1.30
H 2.47 -0.56 -0.63

Values from the calculation:
frontier orbital gap: 5.94 eV
DFT total energy: -2647.962881 Eh
net charge: +2

---

Here is a structure of composition C32H47N5O20S4 at a distorted geometry from the OMol25 dataset. Energies are from ωB97M-V with the def2-TZVPD basis set.

CARTESIAN COORDINATES (ANGSTROEM)
C 11.85 20.62 14.28
C 13.02 20.65 15.31
C 12.69 19.76 16.51
C 12.92 18.44 15.97
N 13.12 17.37 15.52
H 11.70 19.60 13.88
H 12.04 21.27 13.43
H 10.89 20.90 14.74
H 13.30 21.66 15.63
H 13.98 20.30 14.88
H 11.68 19.86 16.92
H 13.36 19.98 17.34
C 15.69 10.19 17.20
C 16.35 9.21 16.24
C 15.38 8.18 15.69
C 14.42 8.83 14.80
N 13.74 9.45 14.13
H 15.08 9.71 17.95
H 14.99 10.86 16.70
H 16.38 10.78 17.77
H 17.13 8.63 16.79
H 16.75 9.83 15.43
H 14.83 7.65 16.50
H 15.98 7.46 15.08
C 12.81 14.08 17.32
C 12.77 13.77 18.81
C 11.32 13.52 19.28
C 10.76 12.41 18.43
N 10.42 11.53 17.75
H 12.55 13.21 16.67
H 13.86 14.34 17.03
H 12.05 14.86 17.05
H 13.12 14.54 19.47
H 13.40 12.92 18.98
H 10.69 14.45 19.02
H 11.29 13.32 20.35
C 19.12 16.10 16.05
C 19.79 15.55 17.08
C 19.21 14.55 17.88
C 17.91 14.20 17.61
C 17.15 14.82 16.60
C 17.74 15.77 15.83
N 17.26 13.22 18.42
O 17.90 12.54 19.20
O 16.06 13.09 18.30
H 19.64 16.71 15.34
H 20.81 15.83 17.21
H 19.81 14.08 18.62
H 16.15 14.43 16.40
H 17.20 16.23 15.01
C 9.35 13.91 15.90
C 9.91 15.16 15.62
C 9.62 16.26 16.37
C 8.86 16.10 17.53
C 8.32 14.88 17.84
C 8.55 13.75 17.02
N 8.35 17.24 18.24
O 8.49 18.39 17.74
O 7.73 17.02 19.26
H 9.60 13.01 15.38
H 10.48 15.32 14.75
H 9.88 17.20 15.90
H 7.67 14.79 18.68
H 8.18 12.83 17.42
C 13.16 13.23 9.87
C 13.19 12.67 8.40
O 12.88 13.78 7.58
S 13.05 15.21 8.29
O 11.79 15.76 8.45
O 14.09 15.90 7.66
O 13.59 14.64 9.66
H 13.91 12.86 10.53
H 12.19 13.23 10.33
H 12.40 11.92 8.17
H 14.22 12.32 8.20
C 16.80 16.50 9.76
C 18.18 16.34 8.96
O 19.18 15.99 9.91
S 18.62 15.86 11.39
O 19.23 16.68 12.38
O 18.53 14.45 11.56
O 17.25 16.62 11.14
H 16.15 15.62 9.76
H 16.22 17.38 9.54
H 18.33 17.34 8.56
H 17.98 15.63 8.11
C 13.52 15.01 13.51
C 14.93 15.56 13.88
O 15.93 14.69 13.23
S 15.25 13.28 13.24
O 15.26 12.74 14.53
O 15.73 12.46 12.18
O 13.80 13.74 12.83
H 12.96 15.71 12.83
H 12.98 14.79 14.42
H 15.13 15.64 14.94
H 15.12 16.53 13.38
C 18.29 11.61 13.88
C 18.14 10.85 12.56
O 19.41 10.12 12.37
S 19.72 9.73 13.82
O 21.13 9.57 13.90
O 18.94 8.60 14.11
O 19.23 10.95 14.64
H 17.34 11.61 14.46
H 18.69 12.60 13.71
H 17.96 11.49 11.71
H 17.34 10.15 12.65

Values from the calculation:
frontier orbital gap: 9.26 eV
DFT total energy: -4618.528627 Eh